1.
Computed, not measured: C21H63FeO27P6 as an isolated structure, with ωB97M-V/def2-TZVPD.

Geometry as ORCA input:
```
! RIJCOSX wB97M-V def2-TZVPD def2/J DEFGRID3
* xyz 0 6
Fe -0.0589 0.3552 1.6981
C -1.1785 -1.1091 -1.2493
O -0.7660 -0.4883 -0.0115
H -0.3508 -1.6270 -1.7338
H -1.9984 -1.8094 -1.0894
H -1.5072 -0.4430 -2.0470
C 2.7634 -1.6969 2.0954
O 1.5357 -0.9613 1.9263
H 3.5074 -1.4443 1.3398
H 3.2510 -1.4359 3.0346
H 2.7410 -2.7861 2.0608
C -2.8690 2.3525 1.5178
O -1.6439 1.7030 1.8005
H -3.0333 2.7959 0.5357
H -3.7268 1.7006 1.6829
H -2.9570 3.1951 2.2037
C -0.8725 -3.3636 4.8500
O -1.7662 -2.2705 5.0349
P -2.2275 -1.2451 3.8951
O -1.1316 -0.7911 2.9816
O -3.4746 -2.0134 3.2086
C -3.3848 -2.5925 1.9045
O -2.9474 -0.0698 4.7229
C -4.1980 -0.3287 5.4711
H -1.3576 -4.2780 5.1915
H 0.0670 -3.1433 5.3567
H -0.5479 -3.5611 3.8284
H -3.3248 -3.6750 1.7921
H -2.4997 -2.2229 1.3867
H -4.2338 -2.1703 1.3669
H -4.0352 -0.0753 6.5186
H -4.6154 -1.3227 5.3103
H -5.0055 0.3437 5.1812
C 3.2195 3.4675 3.9918
O 2.5926 2.6086 4.9029
P 1.0413 2.1400 4.5781
O 0.7880 1.3205 3.3766
O 0.2858 3.5907 4.6381
C -1.1003 3.6672 4.8046
O 0.6207 1.4770 5.9500
C 0.6974 0.0659 6.1001
H 2.6654 3.4940 3.0535
H 4.1715 3.0164 3.7116
H 3.2494 4.4539 4.4545
H -1.5288 2.7287 5.1563
H -1.5495 3.7726 3.8171
H -1.4074 4.4281 5.5221
H -0.2999 -0.3532 5.9665
H 0.9513 -0.1425 7.1394
H 1.4174 -0.4782 5.4889
C 0.7548 -2.7845 -5.6522
O 1.5838 -2.1858 -4.6565
P 3.1269 -2.6344 -4.4270
O 4.0502 -2.3711 -5.5521
O 3.0076 -4.1939 -3.9323
C 3.4734 -5.2030 -4.8672
O 3.4460 -1.8836 -2.9936
C 2.7400 -2.3009 -1.7867
H 0.4780 -3.7770 -5.2967
H 1.2147 -3.0444 -6.6056
H -0.1350 -2.1622 -5.7476
H 2.6339 -5.5881 -5.4460
H 3.8494 -6.1110 -4.3957
H 4.1454 -4.8860 -5.6648
H 1.8628 -2.8780 -2.0793
H 2.3997 -1.4892 -1.1438
H 3.3034 -2.8943 -1.0666
C -1.6472 -4.6194 -3.3034
O -0.4088 -5.2549 -3.1696
P -0.0152 -6.0658 -1.7680
O -1.0946 -6.8418 -1.1767
O 1.2472 -6.9704 -2.3356
C 0.9905 -7.7991 -3.4662
O 0.7221 -4.9321 -0.8647
C 0.0344 -4.1454 0.0286
H -2.0576 -5.0442 -4.2194
H -1.5343 -3.5430 -3.4330
H -2.2909 -4.7087 -2.4283
H 1.3239 -7.3328 -4.3933
H -0.0424 -8.1447 -3.4229
H 1.4746 -8.7721 -3.3831
H 0.5437 -3.2023 0.2265
H 0.0840 -4.7417 0.9398
H -0.9924 -3.9553 -0.2840
C 0.7850 5.0330 1.2646
O 1.9846 4.3012 0.9690
P 2.0420 2.8434 0.1985
O 1.0978 1.8374 0.7753
O 1.7812 3.3049 -1.3119
C 2.3651 4.4869 -1.8793
O 3.6299 2.4844 0.3266
C 4.1305 1.3442 -0.4934
H -0.1092 4.4325 1.0974
H 0.7221 5.9072 0.6167
H 0.6037 5.3376 2.2954
H 1.8437 5.4254 -1.6907
H 2.6786 4.3017 -2.9067
H 3.2400 4.6890 -1.2615
H 4.5119 0.4756 0.0434
H 4.9116 1.7676 -1.1248
H 3.3694 0.9956 -1.1915
C -4.0413 7.2424 -2.7990
O -3.8041 5.9408 -2.3546
P -2.2628 5.4418 -2.1672
O -1.5508 6.1198 -1.0372
O -2.3711 3.8599 -2.0971
C -1.2660 2.9856 -2.2944
O -1.6446 5.7147 -3.6330
C -2.2431 5.2606 -4.8380
H -3.2827 7.9438 -2.4517
H -4.9654 7.6253 -2.3659
H -4.3743 7.2365 -3.8368
H -1.5645 2.0569 -2.7808
H -0.9924 2.5709 -1.3242
H -0.3625 3.2972 -2.8185
H -3.2415 4.8554 -4.6735
H -1.5489 4.5480 -5.2835
H -2.3117 6.0146 -5.6221
*
```

Output
- <S²> = 8.761
- HOMO level (spin up / spin down) (eV) = -7.6 / -7.2
- HOMO-LUMO gap (spin up / spin down) (eV) = 8.215 / 7.464
- max |F| (hartree/bohr) = 0.0827

***

2.
Computed, not measured: a 2-piece molecular cluster, C4H8N2O overall, with ωB97M-V/def2-TZVPD.

Geometry as ORCA input:
```
! RIJCOSX wB97M-V def2-TZVPD def2/J DEFGRID3
* xyz 0 1
C 2.3134 0.0759 0.3883
C 0.9111 -0.1589 -0.1493
C -0.0882 0.8265 -0.5392
N -1.0931 0.1958 -1.3030
C -0.7320 -1.1532 -1.2783
N 0.3110 -1.3326 -0.4943
H 2.9462 -0.8394 0.0447
H 2.6368 1.1091 0.1100
H 2.2732 0.0545 1.5996
H -0.1654 1.8089 -0.1218
H -1.9076 0.5998 -1.6696
H -1.1377 -1.7953 -1.9505
H -1.7932 0.2806 2.5488
H -2.6644 0.2028 1.2308
O -1.8100 0.1253 1.5839
*
```

Output
- energy above the lowest of the compared OMol25 structures with the same formula, charge and spin (kJ/mol) = 241.1
- HOMO level (eV) = -7.7
- HOMO-LUMO gap (eV) = 8.443
- SMILES = Cc1c[nH]cn1.O
- max |F| (hartree/bohr) = 0.0993

***

3.
Computed, not measured: C36H67BHgN7O4P2S as an isolated structure, with ωB97M-V/def2-TZVPD.

Geometry as ORCA input:
```
! RIJCOSX wB97M-V def2-TZVPD def2/J DEFGRID3
* xyz 0 2
Hg 0.5763 -0.1822 0.1744
C -1.2868 -2.9398 -2.3182
C -0.2553 -3.9837 -1.8756
C -0.1453 -5.0550 -2.9564
C -0.7700 -4.6110 -0.5724
P 1.3144 -3.0463 -1.4218
C 1.6206 -2.0182 -2.9368
N 0.9807 -0.7100 -2.9669
B 0.4465 0.1694 -1.9575
N -0.1069 1.2911 -2.6765
C -0.8139 2.4944 -2.2669
P -2.0166 2.2673 -0.8647
C -2.2086 4.0760 -0.3451
C -2.7909 5.0570 -1.3629
C -3.0711 4.0809 0.9238
C -0.8077 4.5650 0.0569
C -3.5350 1.6935 -1.8416
C -3.0994 0.3588 -2.4688
C -4.6651 1.3748 -0.8568
C -4.0900 2.5945 -2.9468
C 0.1692 1.1239 -4.0342
C -0.1053 1.9371 -5.1234
C 0.2810 1.5024 -6.3884
C 0.9301 0.2870 -6.5590
C 1.2129 -0.5300 -5.4684
C 0.8247 -0.1019 -4.2092
C 2.8098 -4.1842 -1.5683
C 3.1151 -4.7819 -2.9442
C 4.0173 -3.3319 -1.1395
C 2.6403 -5.3065 -0.5392
H -2.2617 -3.4281 -2.4132
H -1.3876 -2.1435 -1.5799
H -1.0416 -2.4914 -3.2830
H -1.1454 -5.4380 -3.1829
H 0.2724 -4.6608 -3.8853
H 0.4618 -5.9007 -2.6340
H -1.7275 -5.1084 -0.7567
H -0.0789 -5.3509 -0.1678
H -0.9194 -3.8400 0.1849
H 2.7023 -1.8962 -3.0348
H 1.2874 -2.5775 -3.8169
H -0.1071 3.2863 -2.0178
H -1.3810 2.8416 -3.1312
H -3.8675 4.9373 -1.4720
H -2.6092 6.0812 -1.0216
H -2.3323 4.9541 -2.3480
H -4.0796 3.7113 0.7389
H -2.6156 3.4636 1.7004
H -3.1583 5.1033 1.3042
H -0.2414 4.9317 -0.7998
H -0.9080 5.3979 0.7592
H -0.2350 3.7781 0.5469
H -2.6288 -0.2919 -1.7285
H -3.9860 -0.1527 -2.8561
H -2.4064 0.4961 -3.2998
H -4.3586 0.5985 -0.1537
H -4.9915 2.2502 -0.2948
H -5.5304 0.9996 -1.4114
H -3.3189 3.0287 -3.5845
H -4.7375 1.9955 -3.5941
H -4.6949 3.4059 -2.5454
H -0.5959 2.8938 -5.0073
H 0.0783 2.1266 -7.2487
H 1.2283 -0.0269 -7.5507
H 1.7314 -1.4690 -5.6081
H 3.1476 -4.0227 -3.7273
H 4.1032 -5.2516 -2.9117
H 2.4002 -5.5466 -3.2385
H 4.3060 -2.6150 -1.9102
H 3.8214 -2.7856 -0.2168
H 4.8739 -3.9920 -0.9745
H 2.4120 -4.8987 0.4483
H 3.5699 -5.8781 -0.4653
H 1.8472 -6.0005 -0.8201
C -3.6351 -1.4537 3.8773
N -2.9544 -0.8311 2.7482
C -2.8906 0.6160 2.6051
C -2.2980 -1.5849 1.8674
O -1.7026 -1.1394 0.8895
H -3.9123 -0.6787 4.5872
H -2.9737 -2.1518 4.3868
H -4.5448 -1.9662 3.5588
H -3.5989 1.0713 3.2938
H -3.1378 0.9046 1.5852
H -1.8841 0.9803 2.8097
H -2.3388 -2.6634 2.0833
S 2.0909 -1.4889 1.7280
C 2.9056 -0.7285 3.0598
N 2.9018 -1.5159 4.2111
C 3.8087 -1.2693 5.2453
C 4.5062 -0.0970 5.1995
C 4.3163 0.7591 4.1141
N 3.5405 0.4019 3.0171
H 2.4950 -2.4320 4.1070
H 3.8857 -2.0131 6.0220
H 5.2011 0.1531 5.9892
H 4.8630 1.6859 4.0304
C 3.0981 4.2189 2.5226
N 2.2491 3.2694 1.8258
C 2.6259 2.8578 0.4877
C 1.2426 2.6776 2.4703
O 0.4672 1.8523 1.9895
H 4.0733 4.2366 2.0403
H 3.2401 3.9163 3.5581
H 2.6811 5.2284 2.4986
H 2.8857 3.7365 -0.1037
H 1.7871 2.3512 0.0176
H 3.4723 2.1676 0.5337
H 1.1299 3.0231 3.5086
N 1.0441 1.2099 5.7538
C 0.4124 -0.0048 6.2544
C -0.2197 -0.8290 5.1446
O -0.7451 -1.8928 5.3557
O -0.1947 -0.2830 3.9344
H 1.0986 1.9103 6.4811
H 0.2608 0.5789 3.9716
H 2.0031 1.0221 5.4707
H -0.4093 0.2539 6.9245
H 1.0855 -0.6650 6.8083
*
```

Output
- <S²> = 0.769
- energy above the lowest of the compared OMol25 structures with the same formula, charge and spin (kJ/mol) = 33.7
- HOMO level (spin up / spin down) (eV) = -5.5 / -7.5
- HOMO-LUMO gap (spin up / spin down) (eV) = 6.025 / 8.024
- max |F| (hartree/bohr) = 0.0121